Entry w
Here is a cluster of 11 separate species, C11H44N22O11 in total from OMol25. Energies are from ωB97M-V with the def2-TZVPD basis set.

Cartesian coordinates (Å):
O: -22.78272 -1.14509 -20.26091
O: -25.42707 0.94376 -23.02270
O: -19.17066 -3.65278 -18.27479
O: -24.43345 1.05063 -18.21352
O: -15.21904 2.94521 -24.61078
O: -23.01073 3.46098 -23.65293
O: -19.35968 1.52879 -24.20215
O: -15.96494 1.74482 -19.89495
O: -22.82999 3.53193 -18.88399
O: -19.33355 0.29427 -19.84276
O: -15.25462 -1.07314 -21.54316
N: -18.38227 0.27229 -21.91562
N: -21.62888 -2.09424 -18.57667
N: -26.52424 1.66432 -18.86696
N: -23.29268 0.42967 -23.61036
N: -21.43890 3.71048 -21.97941
N: -16.50945 -1.43533 -19.69388
N: -13.73111 2.13577 -19.67707
N: -15.47320 0.67288 -24.81948
N: -15.82828 1.67717 -22.80822
N: -24.93447 -1.21156 -23.52958
N: -14.80565 0.67715 -18.25750
N: -20.57243 3.53753 -19.24715
N: -20.58137 3.07105 -25.32554
N: -25.18678 0.48585 -20.30432
N: -23.45801 2.84108 -21.51845
N: -18.47216 -1.85476 -17.09593
N: -18.54379 3.64396 -24.42308
N: -21.21137 -2.75560 -20.73553
N: -17.11230 -3.72274 -17.33698
N: -21.67465 1.56468 -18.89959
N: -20.63473 0.43017 -21.72247
N: -14.81088 -2.88156 -20.24120
C: -19.43366 0.36097 -21.08215
C: -19.49236 2.67317 -24.64125
C: -25.29419 1.06818 -19.08128
C: -15.44464 1.84596 -24.12273
C: -24.59302 0.10961 -23.36524
C: -21.77802 2.91749 -18.96417
C: -14.91174 1.55752 -19.30831
C: -21.90108 -1.91431 -19.90401
C: -15.54044 -1.77017 -20.57924
C: -22.66630 3.38992 -22.47654
C: -18.31616 -3.11478 -17.59199
H: -16.76991 -2.04135 -18.93883
H: -15.32899 0.96653 -22.28517
H: -24.32955 0.02370 -20.56592
H: -19.72283 3.02272 -19.08409
H: -20.49287 4.50386 -19.49677
H: -22.73597 -0.36517 -23.86761
H: -25.90790 0.58942 -20.99645
H: -21.21309 3.81954 -21.00495
H: -20.63325 3.78069 -22.57594
H: -20.55861 0.71111 -22.68797
H: -12.83609 1.72116 -19.49595
H: -15.83627 -0.12224 -24.32447
H: -20.77120 1.11172 -19.04202
H: -14.86556 -3.34698 -19.35557
H: -23.03798 1.40168 -23.73260
H: -13.77243 2.78776 -20.44106
H: -26.67880 2.19765 -18.03632
H: -16.84263 -0.49015 -19.82208
H: -21.47388 0.54340 -21.17816
H: -24.37342 2.54985 -21.82720
H: -20.82535 -2.66109 -18.34875
H: -14.22998 -3.30733 -20.93989
H: -18.47670 0.56581 -22.88200
H: -15.08141 0.60810 -25.73833
H: -17.68263 3.28878 -24.04268
H: -22.57301 1.10178 -18.81937
H: -17.86839 -1.49142 -16.38212
H: -18.51608 4.37308 -25.11488
H: -17.05099 -4.61892 -17.79578
H: -24.52980 -1.81648 -24.22054
H: -22.11219 -1.52926 -17.90405
H: -20.38789 -3.15685 -20.31483
H: -20.72810 4.01639 -25.62905
H: -19.12306 -1.24371 -17.56824
H: -13.88907 0.55271 -17.87056
H: -25.92476 -1.31805 -23.37773
H: -16.30851 -3.42960 -16.81486
H: -16.03567 2.48885 -22.25114
H: -27.22890 1.45047 -19.54737
H: -17.50493 0.12793 -21.45787
H: -21.38889 2.47460 -25.36252
H: -21.27851 -2.59680 -21.72201
H: -23.20136 2.87745 -20.54430
H: -15.54816 0.00573 -18.20441

Values from the calculation:
- HOMO: -8.57 eV
- Structure (SMILES): NC(N)=O.NC(N)=O.NC(N)=O.NC(N)=O.NC(N)=O.NC(N)=O.NC(N)=O.NC(N)=O.NC(N)=O.NC(N)=O.NC(N)=O
- Net charge: 0
- Gap between HOMO and LUMO: 0.304 Ha
- Multiplicity: 1



Entry x
Here is a cluster of 11 separate species, C11H44N22O11 in total from OMol25. Energies are from ωB97M-V with the def2-TZVPD basis set.

Cartesian coordinates (Å):
O: -0.47139 6.17719 2.79439
O: 0.92731 -1.38381 -2.44343
O: 0.77785 1.87259 4.51299
O: 4.58753 -2.52461 -1.35710
O: -4.60881 -2.43615 2.73766
O: 0.59300 -3.85629 -0.24942
O: -4.16752 -1.28865 -0.74140
O: -0.38588 4.38701 -4.05059
O: 0.33021 1.33597 1.25374
O: 4.50407 -0.86605 2.83312
O: -2.07293 -0.56486 -4.23525
N: -3.08792 1.29167 -3.98612
N: 1.14560 -5.70110 0.73806
N: -0.08329 -2.42744 -4.19205
N: -1.02778 0.98160 3.73633
N: -3.19979 0.28845 -5.91268
N: -3.53617 0.74498 -0.19173
N: -0.37293 0.89127 -0.88675
N: 2.86597 -0.20732 4.27747
N: 2.60972 -4.01162 0.54478
N: -2.59140 -2.00520 1.85177
N: -2.80544 -2.72106 3.84988
N: 0.03141 4.00344 2.28279
N: 5.24688 -0.55706 -0.46105
N: 3.01708 0.69321 2.44710
N: 1.61636 4.00762 -5.09333
N: -0.85434 1.44381 5.88903
N: -5.36823 0.50560 -1.39653
N: 0.37921 -0.67968 0.45264
N: 3.30301 -0.72969 -1.00974
N: 1.72962 -3.13621 -3.46774
N: 0.69673 2.54634 -3.87059
N: 0.09450 4.60200 4.37119
C: 3.50467 -0.19863 3.12419
C: 0.60307 3.75989 -4.36074
C: 4.37405 -1.35089 -0.99971
C: 0.88163 -2.20586 -3.32565
C: -0.20602 5.03587 3.11807
C: 1.44104 -4.48937 0.29088
C: -3.39978 -2.27148 2.75786
C: -2.79581 0.25912 -4.69929
C: -0.31373 1.39676 4.73787
C: -4.31659 -0.09816 -0.85857
C: 0.18307 0.61252 0.27565
H: -5.94819 -0.09420 -1.96572
H: 3.31359 0.93312 1.51189
H: 3.40960 0.26460 -0.86787
H: -0.61772 0.98658 2.81334
H: 0.15350 4.34263 1.33931
H: -0.29109 1.84306 6.62622
H: 2.46364 -1.21439 -1.29370
H: 0.33330 -6.21497 0.42789
H: -5.30280 1.50996 -1.48069
H: -3.58388 2.05315 -4.42687
H: -3.03692 -1.75815 0.97966
H: 3.14814 -4.64559 1.11774
H: 6.04440 -0.93689 0.02865
H: -2.60192 0.39298 -0.03881
H: 1.49821 -3.80005 -4.19292
H: -3.08733 1.05916 -3.00325
H: 3.06067 -3.23549 0.08178
H: -3.67449 1.73424 -0.34120
H: -1.71616 1.01155 6.18990
H: -0.03803 5.18471 5.18542
H: 0.21560 3.03469 2.50115
H: -0.10358 2.39741 -3.27275
H: -1.99891 0.79267 3.93961
H: 2.49636 -3.17120 -2.81125
H: 1.74823 -6.28658 1.29855
H: -2.84075 -0.42704 -6.52854
H: -0.34051 1.90074 -0.89076
H: 3.29303 -0.79796 4.97666
H: 2.28168 3.26322 -5.24601
H: 2.07629 0.40122 4.43931
H: 0.35423 -1.24939 -0.38097
H: 0.99218 -0.96784 1.20186
H: 2.14107 1.12268 2.70837
H: -1.80766 -2.65053 3.98974
H: -0.50390 0.31991 -1.70924
H: -3.40541 -3.34534 4.36988
H: 1.66165 4.90377 -5.55697
H: -1.59464 -1.98289 2.01326
H: -3.85223 1.02406 -6.14352
H: 0.31168 3.61593 4.39573
H: 4.91998 0.35023 -0.16094
H: -0.01455 -2.97253 -5.03955
H: 1.60188 2.09848 -3.85544
H: -0.93607 -1.91551 -4.01661

Values from the calculation:
- HOMO: -9.09 eV
- Structure (SMILES): NC(N)=O.NC(N)=O.NC(N)=O.NC(N)=O.NC(N)=O.NC(N)=O.NC(N)=O.NC(N)=O.NC(N)=O.NC(N)=O.NC(N)=O
- Net charge: 0
- Gap between HOMO and LUMO: 0.335 Ha
- Multiplicity: 1



Short version: entry w is the most stable of them.



Entry w
Here is the molecule C22H27N3O2 from OMol25. Energies are from ωB97M-V with the def2-TZVPD basis set.

Cartesian coordinates (Å):
O: -3.21191 -0.94119 0.65987
O: 2.61284 -0.96320 3.18022
N: 0.54659 -1.80463 1.41751
N: -1.90284 -0.77496 -1.17289
N: -1.92578 1.22885 -2.44021
C: 0.48109 1.04321 -0.49459
C: 4.22479 1.58988 -0.62494
C: -2.78694 3.28484 -1.49282
C: -3.41993 3.92959 -0.44765
C: -3.52311 1.88077 0.78457
C: 1.31355 0.08317 -2.52041
C: -0.49889 -2.66850 0.89754
C: -2.88774 1.21751 -0.25711
C: 0.24084 0.37091 -1.68674
C: 1.84488 -2.45446 1.42420
C: -1.17399 0.02638 -2.13113
C: 1.33887 -0.36028 3.20339
C: 2.90156 -1.45645 1.89301
C: -1.75498 -2.21233 -1.26900
C: 2.84196 1.14769 -0.99429
C: 2.59906 0.45686 -2.17335
C: -2.68108 -0.24301 -0.18931
C: 0.24631 -1.32973 2.75726
C: -0.46268 -2.73867 -0.63757
C: -3.78330 3.23499 0.69741
C: 1.76389 1.43533 -0.16419
C: -2.50467 1.92364 -1.40515
H: 4.41777 1.41498 0.43186
H: 1.93600 1.98126 0.75267
H: 3.42122 0.21578 -2.83201
H: -0.33574 1.26474 0.17439
H: 2.08639 -2.78897 0.41372
H: 4.33631 2.65851 -0.81081
H: -2.50341 3.82884 -2.38277
H: 1.14299 -0.44229 -3.45058
H: -1.78913 -2.48806 -2.32901
H: 0.37663 -2.14265 -0.99833
H: 1.17303 -0.03791 4.23296
H: -4.27298 3.74843 1.51034
H: -3.80902 1.30656 1.65289
H: -0.31779 -3.76795 -0.96929
H: 4.97265 1.06204 -1.21148
H: 1.84968 -3.33238 2.09738
H: -1.10728 -0.55782 -3.06351
H: 0.18783 -2.16456 3.47909
H: -0.42377 -3.68207 1.32776
H: -1.51964 1.79125 -3.17426
H: -3.62745 4.98694 -0.52451
H: 1.33109 0.51425 2.53768
H: 3.88196 -1.93182 1.96113
H: -2.61641 -2.65443 -0.76235
H: -0.71534 -0.81323 2.73970
H: -1.45601 -2.25014 1.20973
H: 2.94202 -0.62554 1.17399

Values from the calculation:
- HOMO: -8.11 eV
- Structure (SMILES): Cc1ccc([C@@H]2Nc3ccccc3C(=O)N2CCCN2CCOCC2)cc1
- Net charge: 0
- Gap between HOMO and LUMO: 0.321 Ha
- Multiplicity: 1



Entry x
Here is the molecule C22H27N3O2 from OMol25. Energies are from ωB97M-V with the def2-TZVPD basis set.

Cartesian coordinates (Å):
O: 2.27612 -2.13907 1.49952
O: -3.31733 -1.49813 1.43364
N: 2.17651 -0.08070 0.57660
N: 1.03559 -1.88836 -0.37706
N: -4.10833 -1.05468 -0.62939
C: -3.05568 2.26887 -0.98669
C: -2.33171 2.22649 1.67724
C: 0.33167 -3.12750 -0.09850
C: -5.29503 -0.37025 -0.17036
C: 6.31594 -0.39822 -0.61996
C: -1.86374 -1.92982 -0.44599
C: 5.08078 1.85133 0.41322
C: 3.24120 0.44058 1.41215
C: -1.04839 -0.67238 -0.78087
C: 0.31808 -1.08110 -1.33452
C: -3.55918 1.72486 1.28610
C: 5.15331 -0.52476 0.11730
C: 4.52647 0.59994 0.64210
C: -1.83032 2.78200 -0.59618
C: -1.46184 2.75383 0.73702
C: 1.85357 -1.40915 0.62178
C: -5.24234 1.13295 -0.48697
C: -3.15516 -1.48362 0.23383
C: 6.24807 1.97815 -0.32083
C: -1.05418 -2.83950 0.47987
C: -3.93209 1.73273 -0.05276
C: 6.86630 0.85421 -0.84002
H: 4.60089 2.73189 0.81774
H: 0.89456 -0.20346 -1.63073
H: 3.37046 -0.28259 2.22231
H: -0.90834 -0.08462 0.12889
H: -5.37542 1.28423 -1.56102
H: -0.50223 3.14378 1.04340
H: 7.77636 0.95324 -1.41337
H: -1.16168 3.19808 -1.33643
H: 0.25015 -3.69428 -1.03194
H: -6.18085 -0.81855 -0.63153
H: -0.94662 -2.34429 1.44609
H: -1.59054 -3.77518 0.64149
H: -2.10317 -2.46249 -1.37398
H: -3.89150 -0.98961 -1.61131
H: -3.33481 2.29059 -2.03210
H: 6.79751 -1.27805 -1.02098
H: 4.72220 -1.49845 0.29853
H: -5.33404 -0.53363 0.90813
H: -2.05103 2.20257 2.71946
H: -6.07140 1.62230 0.02853
H: 1.97165 0.45956 -0.24644
H: 2.92161 1.40001 1.83109
H: 0.92938 -3.69444 0.61536
H: 0.17810 -1.69563 -2.23261
H: -4.22807 1.31374 2.02638
H: -1.57571 -0.05019 -1.50664
H: 6.67423 2.95672 -0.48856

Values from the calculation:
- HOMO: -8.83 eV
- Structure (SMILES): O=C(NCCc1ccccc1)C1CCN(C(=O)NCc2ccccc2)CC1
- Net charge: 0
- Gap between HOMO and LUMO: 0.344 Ha
- Multiplicity: 1



Short version: entry x is the most stable of them.



Entry w
Here is a cluster of 17 separate species, H34O17 in total from OMol25. Energies are from ωB97M-V with the def2-TZVPD basis set.

Cartesian coordinates (Å):
O: -2.88661 1.86768 -1.21722
O: 2.83036 -1.73242 -4.21113
O: -1.49633 0.63008 2.17254
O: 4.07328 0.97478 0.43615
O: -3.43093 2.59896 3.61410
O: 2.25872 -0.31232 2.13264
O: 0.96054 3.31106 3.53117
O: 1.48679 1.70547 -4.43782
O: 0.38918 1.46053 -1.86218
O: 2.31807 3.84946 -2.62091
O: 0.27326 -1.63942 -4.42468
O: 0.79300 -1.38626 -1.37823
O: -1.44474 -3.48288 -2.56918
O: -4.38054 -1.76051 0.98868
O: 1.45050 -4.18452 2.63985
O: -0.03488 -1.37605 2.80576
O: -3.56185 -0.97137 4.67169
H: 1.16656 1.16193 -2.35566
H: -3.72062 2.98987 2.77985
H: 0.52389 1.74915 -4.58253
H: 0.97002 -0.47177 -1.08480
H: 0.58325 -4.37862 3.01089
H: 1.32133 -3.27921 2.32181
H: -3.11470 -1.61912 4.11032
H: -0.54991 -1.01017 2.06750
H: -4.84487 -2.01527 1.78583
H: -1.21610 1.20936 1.44981
H: -3.25149 0.98008 -1.19524
H: -2.44994 0.52205 2.08145
H: -0.55542 -3.65010 -2.22621
H: 4.34787 1.69358 -0.15381
H: -0.61909 -1.09970 3.52113
H: 1.47191 -1.99288 -1.07146
H: 3.40051 -2.49065 -4.03294
H: 1.65960 0.96892 -5.04810
H: 0.79024 2.84694 4.36230
H: -2.95217 -0.21506 4.68026
H: 1.33959 -0.50561 2.42335
H: -4.84304 -1.10848 0.45289
H: 0.69004 2.64455 2.88370
H: -2.24359 2.00784 -1.91428
H: -3.07822 3.23471 4.23778
H: 0.22817 -1.02993 -3.67053
H: 2.70720 -1.08864 2.48935
H: 2.61690 -1.60905 -5.14350
H: 3.15804 4.22372 -2.91884
H: 0.71254 1.90923 -1.06712
H: 4.19544 1.43012 1.27916
H: 1.04566 -2.10428 -4.07082
H: 2.32289 3.06659 -3.21303
H: -1.41029 -2.52235 -2.45973

Values from the calculation:
- HOMO: -10.56 eV
- Net charge: 0
- Gap between HOMO and LUMO: 0.381 Ha
- Multiplicity: 1



Entry x
Here is a cluster of 17 separate species, H34O17 in total from OMol25. Energies are from ωB97M-V with the def2-TZVPD basis set.

Cartesian coordinates (Å):
O: 4.20938 2.00469 4.09178
O: 4.47195 1.64180 -1.62468
O: 2.14189 -4.76449 -1.41978
O: -1.26689 -0.01923 -2.24152
O: 0.02165 -1.22905 3.41504
O: -3.41515 2.41123 0.75541
O: -3.91581 -1.53144 -2.49548
O: 1.14140 1.92814 -4.97541
O: 2.45040 -3.09580 -4.04597
O: -0.45496 0.57828 1.02891
O: 4.83491 0.64977 1.12512
O: -3.05847 -0.38228 2.49381
O: -3.49832 2.19217 -1.98037
O: -0.60210 -1.55362 5.84729
O: -0.93487 3.51863 -2.17494
O: -2.80964 -2.60653 4.10904
O: 1.19535 0.77887 -1.74538
H: -4.57319 -1.49542 -1.81174
H: 0.37405 -1.30832 2.56022
H: 4.06972 1.25594 3.36480
H: -4.08705 2.90913 -1.63412
H: 1.59478 2.82550 -5.03457
H: 0.31374 -0.30680 3.64613
H: -2.08582 -0.61702 2.52520
H: -2.11088 0.27841 -1.95340
H: 4.94458 2.47530 -1.70746
H: -1.48294 -0.69179 -2.99668
H: -1.35093 2.92513 -2.73437
H: 0.39528 0.28070 -1.94913
H: -2.99670 0.42624 2.95660
H: -3.29707 -2.02569 3.60579
H: -2.66077 -3.37649 3.62180
H: -0.33846 1.53133 1.21311
H: 2.00940 -5.54094 -0.81120
H: 4.89457 1.36478 -0.90256
H: 2.74232 -3.56460 -3.29955
H: -0.11819 -2.22902 5.37159
H: 1.16881 1.32342 -4.29953
H: 1.72124 -2.44422 -3.56024
H: -3.59122 -2.51444 -2.40694
H: 1.88658 0.77894 -2.48424
H: -0.48151 0.30927 0.04831
H: -0.21142 3.01283 -1.83790
H: 4.10141 0.15923 0.71310
H: 3.58000 2.57951 3.91891
H: 5.57979 0.16009 0.91091
H: -4.23203 2.82328 1.14348
H: 2.10629 -3.98255 -0.70255
H: -2.92144 2.11635 -1.24633
H: -1.48670 -1.61736 5.23851
H: -3.96695 1.65810 0.37121

Values from the calculation:
- HOMO: -10.08 eV
- Net charge: 0
- Gap between HOMO and LUMO: 0.349 Ha
- Multiplicity: 1



Short version: entry w is the most stable of them.